Computed, not measured: a 10-piece molecular cluster, C85H177N9O11 overall, with ωB97M-V/def2-TZVPD.

The calculation puts the total energy at -4664.6583 Eh. For the max |F|, the calculation gives 4.45 eV/A. The value obtained for the energy above the lowest of the compared OMol25 structures with the same formula, charge and spin is 7.987 eV. As for the SMILES: CC1(C)CCCC(C)(C)N1O.CC1(C)CCCC(C)(C)N1O.CC1(C)CCCC(C)(C)N1O.CC1(C)CCCC(C)(C)N1O.CC1(C)CCCC(C)(C)N1O.CC1(C)CCCC(C)(C)N1O.CC1(C)CCCC(C)(C)N1O.CC1(C)CCCC(C)(C)N1O.CC1(C)CCCC(C)(C)N1O.O=C1CCCO1. The LUMO energy is 0.356 eV. The HOMO energy comes out at -7.90 eV.

Last columns: bonded neighbours and bond lengths (Å).
Element x y z (Å)
1 C 2.206 -11.104 -0.999  C2 1.605, H12 1.090, H13 1.090, H14 1.090
2 C 0.612 -11.232 -1.145  C1 1.605, C3 1.503, C4 1.549, N10 1.499
3 C 0.421 -11.167 -2.634  C2 1.503, H15 1.090, H16 1.090, H17 1.090
4 C 0.259 -12.700 -0.799  C2 1.549, C5 1.544, H18 1.090, H19 1.090
5 C 0.234 -12.993 0.716  C4 1.544, C6 1.495, H20 1.090, H21 1.090
6 C -0.621 -12.025 1.471  C5 1.495, C7 1.590, H22 1.090, H23 1.090
7 C -0.351 -10.492 1.145  C6 1.590, C8 1.525, C9 1.558, N10 1.489
8 C -1.635 -9.784 1.567  C7 1.525, H24 1.090, H25 1.090, H26 1.090
9 C 0.879 -9.933 1.919  C7 1.558, H27 1.090, H28 1.090, H29 1.090
10 N -0.167 -10.259 -0.314  C2 1.499, C7 1.489, O11 1.398
11 O 0.031 -8.968 -0.813  N10 1.398, H30 0.960
12 H 2.562 -11.507 -0.051  C1 1.090
13 H 2.720 -11.617 -1.812  C1 1.090
14 H 2.552 -10.083 -1.163  C1 1.090
15 H 0.220 -10.132 -2.912  C3 1.090
16 H 1.252 -11.454 -3.278  C3 1.090
17 H -0.345 -11.864 -2.973  C3 1.090
18 H -0.703 -12.994 -1.220  C4 1.090
19 H 1.017 -13.385 -1.179  C4 1.090
20 H -0.005 -14.037 0.918  C5 1.090
21 H 1.239 -12.893 1.126  C5 1.090
22 H -0.436 -12.170 2.535  C6 1.090
23 H -1.646 -12.292 1.213  C6 1.090
24 H -1.682 -8.696 1.521  C8 1.090
25 H -1.778 -9.969 2.632  C8 1.090
26 H -2.414 -10.264 0.975  C8 1.090
27 H 1.071 -8.868 1.787  C9 1.090
28 H 1.813 -10.381 1.581  C9 1.090
29 H 0.787 -10.266 2.953  C9 1.090
30 H -0.759 -8.883 -1.351  O11 0.960
31 C -1.480 -1.557 12.344  C32 1.551, H42 1.090, H43 1.090, H44 1.090
32 C -2.255 -2.766 11.759  C31 1.551, C33 1.599, C34 1.588, N40 1.495
33 C -2.834 -3.671 12.945  C32 1.599, H45 1.090, H46 1.090, H47 1.090
34 C -3.519 -2.155 11.017  C32 1.588, C35 1.550, H48 1.090, H49 1.090
35 C -3.182 -1.453 9.677  C34 1.550, C36 1.527, H50 1.090, H51 1.090
36 C -2.584 -2.478 8.716  C35 1.527, C37 1.584, H52 1.090, H53 1.090
37 C -1.324 -3.165 9.387  C36 1.584, C38 1.510, C39 1.583, N40 1.443
38 C -1.082 -4.448 8.628  C37 1.510, H54 1.090, H55 1.090, H56 1.090
39 C -0.111 -2.180 9.136  C37 1.583, H57 1.090, H58 1.090, H59 1.090
40 N -1.497 -3.578 10.759  C32 1.495, C37 1.443, O41 1.424
41 O -0.324 -4.075 11.397  N40 1.424, H60 0.960
42 H -2.168 -0.993 12.973  C31 1.090
43 H -0.593 -1.919 12.864  C31 1.090
44 H -1.023 -0.972 11.546  C31 1.090
45 H -3.453 -3.054 13.597  C33 1.090
46 H -3.420 -4.528 12.615  C33 1.090
47 H -1.983 -4.075 13.493  C33 1.090
48 H -4.302 -2.904 10.901  C34 1.090
49 H -3.923 -1.377 11.664  C34 1.090
50 H -4.113 -1.162 9.191  C35 1.090
51 H -2.643 -0.523 9.856  C35 1.090
52 H -2.386 -1.883 7.823  C36 1.090
53 H -3.336 -3.241 8.520  C36 1.090
54 H -0.140 -4.927 8.897  C38 1.090
55 H -1.090 -4.119 7.589  C38 1.090
56 H -1.831 -5.212 8.838  C38 1.090
57 H -0.371 -1.122 9.122  C39 1.090
58 H 0.308 -2.345 8.143  C39 1.090
59 H 0.706 -2.294 9.849  C39 1.090
60 H -0.636 -4.981 11.458  O41 0.960
61 C -8.945 -7.426 -6.879  C62 1.573, H72 1.090, H73 1.090, H74 1.090
62 C -7.394 -7.171 -6.927  C61 1.573, C63 1.538, C64 1.573, N70 1.439
63 C -7.245 -5.655 -7.132  C62 1.538, H75 1.090, H76 1.090, H77 1.090
64 C -6.752 -7.475 -5.523  C62 1.573, C65 1.569, H78 1.090, H79 1.090
65 C -6.597 -9.009 -5.234  C64 1.569, C66 1.482, H80 1.090, H81 1.090
66 C -5.914 -9.662 -6.376  C65 1.482, C67 1.524, H82 1.090, H83 1.090
67 C -6.529 -9.440 -7.752  C66 1.524, C68 1.547, C69 1.504, N70 1.475
68 C -5.588 -10.133 -8.767  C67 1.547, H84 1.090, H85 1.090, H86 1.090
69 C -7.845 -10.159 -7.856  C67 1.504, H87 1.090, H88 1.090, H89 1.090
70 N -6.609 -7.969 -7.831  C62 1.439, C67 1.475, O71 1.432
71 O -6.769 -7.563 -9.195  N70 1.432, H90 0.960
72 H -9.134 -8.451 -6.561  C61 1.090
73 H -9.477 -6.768 -6.192  C61 1.090
74 H -9.491 -7.287 -7.812  C61 1.090
75 H -7.668 -5.203 -6.235  C63 1.090
76 H -6.168 -5.488 -7.165  C63 1.090
77 H -7.783 -5.186 -7.956  C63 1.090
78 H -5.802 -7.068 -5.177  C64 1.090
79 H -7.449 -7.075 -4.786  C64 1.090
80 H -5.946 -9.217 -4.385  C65 1.090
81 H -7.588 -9.446 -5.105  C65 1.090
82 H -5.925 -10.738 -6.201  C66 1.090
83 H -4.873 -9.340 -6.341  C66 1.090
84 H -6.104 -10.066 -9.725  C68 1.090
85 H -5.400 -11.163 -8.467  C68 1.090
86 H -4.676 -9.539 -8.827  C68 1.090
87 H -7.713 -11.216 -8.091  C69 1.090
88 H -8.547 -9.647 -8.514  C69 1.090
89 H -8.343 -10.245 -6.890  C69 1.090
90 H -5.844 -7.458 -9.431  O71 0.960
91 C -9.696 4.731 4.487  C92 1.551, H102 1.090, H103 1.090, H104 1.090
92 C -10.923 4.518 3.564  C91 1.551, C93 1.572, C94 1.560, N100 1.483
93 C -11.960 3.650 4.365  C92 1.572, H105 1.090, H106 1.090, H107 1.090
94 C -11.605 5.893 3.280  C92 1.560, C95 1.546, H108 1.090, H109 1.090
95 C -12.738 5.832 2.230  C94 1.546, C96 1.558, H110 1.090, H111 1.090
96 C -12.131 5.168 0.957  C95 1.558, C97 1.518, H112 1.090, H113 1.090
97 C -11.458 3.831 1.206  C96 1.518, C98 1.535, C99 1.551, N100 1.490
98 C -12.556 2.761 1.279  C97 1.535, H114 1.090, H115 1.090, H116 1.090
99 C -10.577 3.571 -0.044  C97 1.551, H117 1.090, H118 1.090, H119 1.090
100 N -10.462 3.868 2.314  C92 1.483, C97 1.490, O101 1.388
101 O -9.800 2.680 2.589  N100 1.388, H120 0.960
102 H -9.932 5.259 5.411  C91 1.090
103 H -9.318 3.789 4.887  C91 1.090
104 H -8.844 5.187 3.983  C91 1.090
105 H -11.813 2.605 4.092  C93 1.090
106 H -11.821 3.730 5.443  C93 1.090
107 H -13.019 3.833 4.182  C93 1.090
108 H -12.130 6.174 4.193  C94 1.090
109 H -10.822 6.635 3.121  C94 1.090
110 H -13.606 5.232 2.502  C95 1.090
111 H -13.067 6.862 2.093  C95 1.090
112 H -11.489 5.896 0.461  C96 1.090
113 H -12.935 5.021 0.237  C96 1.090
114 H -12.060 1.793 1.210  C98 1.090
115 H -13.300 2.885 0.491  C98 1.090
116 H -13.134 2.751 2.202  C98 1.090
117 H -11.097 3.742 -0.987  C99 1.090
118 H -10.232 2.539 0.018  C99 1.090
119 H -9.633 4.116 -0.056  C99 1.090
120 H -8.897 3.002 2.621  O101 0.960
121 C 7.765 12.106 5.037  C122 1.558, H132 1.090, H133 1.090, H134 1.090
122 C 7.086 13.338 5.705  C121 1.558, C123 1.577, C124 1.615, N130 1.460
123 C 7.995 14.009 6.805  C122 1.577, H135 1.090, H136 1.090, H137 1.090
124 C 6.973 14.421 4.512  C122 1.615, C125 1.556, H138 1.090, H139 1.090
125 C 5.768 14.188 3.556  C124 1.556, C126 1.576, H140 1.090, H141 1.090
126 C 4.425 14.098 4.376  C125 1.576, C127 1.512, H142 1.090, H143 1.090
127 C 4.459 13.075 5.488  C126 1.512, C128 1.497, C129 1.546, N130 1.494
128 C 3.304 13.368 6.394  C127 1.497, H144 1.090, H145 1.090, H146 1.090
129 C 4.274 11.684 4.837  C127 1.546, H147 1.090, H148 1.090, H149 1.090
130 N 5.742 13.162 6.249  C122 1.460, C127 1.494, O131 1.387
131 O 5.717 12.236 7.281  N130 1.387, H150 0.960
132 H 8.674 12.342 4.484  C121 1.090
133 H 7.959 11.285 5.728  C121 1.090
134 H 7.021 11.717 4.342  C121 1.090
135 H 7.562 14.979 7.050  C123 1.090
136 H 8.140 13.333 7.647  C123 1.090
137 H 9.001 14.181 6.423  C123 1.090
138 H 7.071 15.472 4.784  C124 1.090
139 H 7.820 14.319 3.834  C124 1.090
140 H 5.748 15.047 2.886  C125 1.090
141 H 5.925 13.255 3.014  C125 1.090
142 H 3.679 13.931 3.598  C126 1.090
143 H 4.235 15.106 4.743  C126 1.090
144 H 3.244 12.542 7.103  C128 1.090
145 H 2.359 13.482 5.864  C128 1.090
146 H 3.479 14.243 7.020  C128 1.090
147 H 4.532 10.866 5.509  C129 1.090
148 H 4.863 11.480 3.943  C129 1.090
149 H 3.214 11.472 4.700  C129 1.090
150 H 5.536 11.422 6.805  O131 0.960
151 C 3.083 -1.053 -11.213  C152 1.539, H162 1.090, H163 1.090, H164 1.090
152 C 3.466 -2.177 -10.233  C151 1.539, C153 1.587, C154 1.575, N160 1.536
153 C 4.479 -3.214 -10.877  C152 1.587, H165 1.090, H166 1.090, H167 1.090
154 C 4.055 -1.463 -8.959  C152 1.575, C155 1.545, H168 1.090, H169 1.090
155 C 4.188 -2.363 -7.711  C154 1.545, C156 1.521, H170 1.090, H171 1.090
156 C 2.758 -2.787 -7.412  C155 1.521, C157 1.607, H172 1.090, H173 1.090
157 C 2.073 -3.679 -8.560  C156 1.607, C158 1.542, C159 1.494, N160 1.490
158 C 2.843 -5.014 -8.604  C157 1.542, H174 1.090, H175 1.090, H176 1.090
159 C 0.671 -3.842 -8.070  C157 1.494, H177 1.090, H178 1.090, H179 1.090
160 N 2.154 -2.840 -9.789  C152 1.536, C157 1.490, O161 1.389
161 O 1.252 -3.261 -10.758  N160 1.389, H180 0.960
162 H 2.274 -0.493 -10.744  C151 1.090
163 H 3.952 -0.429 -11.423  C151 1.090
164 H 2.846 -1.518 -12.170  C151 1.090
165 H 3.828 -3.976 -11.308  C153 1.090
166 H 4.978 -2.793 -11.750  C153 1.090
167 H 5.194 -3.594 -10.148  C153 1.090
168 H 5.098 -1.255 -9.200  C154 1.090
169 H 3.622 -0.464 -8.901  C154 1.090
170 H 4.809 -3.258 -7.666  C155 1.090
171 H 4.586 -1.776 -6.883  C155 1.090
172 H 2.137 -1.894 -7.335  C156 1.090
173 H 2.709 -3.424 -6.529  C156 1.090
174 H 3.892 -5.020 -8.899  C158 1.090
175 H 2.438 -5.600 -9.429  C158 1.090
176 H 2.726 -5.676 -7.746  C158 1.090
177 H 0.146 -4.574 -8.684  C159 1.090
178 H 0.119 -2.910 -8.189  C159 1.090
179 H 0.680 -4.216 -7.046  C159 1.090
180 H 0.757 -2.497 -11.063  O161 0.960
181 C 9.812 -4.420 2.533  C182 1.545, H192 1.090, H193 1.090, H194 1.090
182 C 9.534 -5.346 3.739  C181 1.545, C183 1.570, C184 1.607, N190 1.493
183 C 8.296 -4.811 4.543  C182 1.570, H195 1.090, H196 1.090, H197 1.090
184 C 9.090 -6.737 3.070  C182 1.607, C185 1.524, H198 1.090, H199 1.090
185 C 10.163 -7.661 2.507  C184 1.524, C186 1.497, H200 1.090, H201 1.090
186 C 11.178 -7.939 3.573  C185 1.497, C187 1.638, H202 1.090, H203 1.090
187 C 11.733 -6.550 4.241  C186 1.638, C188 1.532, C189 1.571, N190 1.477
188 C 12.508 -6.917 5.510  C187 1.532, H204 1.090, H205 1.090, H206 1.090
189 C 12.736 -5.930 3.204  C187 1.571, H207 1.090, H208 1.090, H209 1.090
190 N 10.702 -5.571 4.641  C182 1.493, C187 1.477, O191 1.332
191 O 11.150 -4.434 5.172  N190 1.332, H210 0.960
192 H 10.480 -3.596 2.781  C181 1.090
193 H 10.384 -4.863 1.719  C181 1.090
194 H 8.894 -4.187 1.993  C181 1.090
195 H 8.532 -3.883 5.064  C183 1.090
196 H 7.493 -4.608 3.835  C183 1.090
197 H 7.962 -5.552 5.269  C183 1.090
198 H 8.413 -7.319 3.695  C184 1.090
199 H 8.591 -6.448 2.145  C184 1.090
200 H 9.648 -8.532 2.102  C185 1.090
201 H 10.736 -7.407 1.615  C185 1.090
202 H 11.880 -8.692 3.214  C186 1.090
203 H 10.621 -8.517 4.311  C186 1.090
204 H 13.077 -6.117 5.984  C188 1.090
205 H 13.296 -7.661 5.395  C188 1.090
206 H 11.864 -7.299 6.302  C188 1.090
207 H 13.673 -6.480 3.116  C189 1.090
208 H 13.092 -4.958 3.547  C189 1.090
209 H 12.367 -5.855 2.181  C189 1.090
210 H 11.501 -3.843 4.502  O191 0.960
211 C 1.572 8.718 -8.063  C212 1.547, H222 1.090, H223 1.090, H224 1.090
212 C 2.278 7.960 -6.914  C211 1.547, C213 1.569, C214 1.587, N220 1.462
213 C 1.562 6.564 -6.874  C212 1.569, H225 1.090, H226 1.090, H227 1.090
214 C 3.797 7.539 -7.096  C212 1.587, C215 1.578, H228 1.090, H229 1.090
215 C 4.714 8.815 -6.958  C214 1.578, C216 1.515, H230 1.090, H231 1.090
216 C 4.471 9.336 -5.557  C215 1.515, C217 1.566, H232 1.090, H233 1.090
217 C 3.001 9.756 -5.215  C216 1.566, C218 1.561, C219 1.572, N220 1.486
218 C 2.861 9.999 -3.680  C217 1.561, H234 1.090, H235 1.090, H236 1.090
219 C 2.719 11.047 -6.065  C217 1.572, H237 1.090, H238 1.090, H239 1.090
220 N 2.167 8.588 -5.598  C212 1.462, C217 1.486, O221 1.390
221 O 0.825 8.788 -5.297  N220 1.390, H240 0.960
222 H 0.600 9.161 -7.846  C211 1.090
223 H 2.215 9.564 -8.303  C211 1.090
224 H 1.508 8.182 -9.010  C211 1.090
225 H 0.500 6.811 -6.863  C213 1.090
226 H 1.705 6.031 -7.814  C213 1.090
227 H 1.819 6.010 -5.972  C213 1.090
228 H 4.025 6.826 -6.303  C214 1.090
229 H 3.905 6.970 -8.019  C214 1.090
230 H 5.769 8.570 -7.085  C215 1.090
231 H 4.501 9.532 -7.751  C215 1.090
232 H 5.075 10.244 -5.577  C216 1.090
233 H 4.825 8.650 -4.787  C216 1.090
234 H 3.344 9.174 -3.157  C218 1.090
235 H 1.808 10.141 -3.438  C218 1.090
236 H 3.366 10.907 -3.350  C218 1.090
237 H 1.648 11.090 -6.263  C219 1.090
238 H 3.132 10.996 -7.073  C219 1.090
239 H 2.957 11.997 -5.586  C219 1.090
240 H 0.642 8.063 -4.695  O221 0.960
241 C -1.200 0.641 -1.750  C242 1.551, H252 1.090, H253 1.090, H254 1.090
242 C -0.977 0.251 -0.265  C241 1.551, C243 1.573, C244 1.525, N250 1.483
243 C -2.320 -0.481 0.101  C242 1.573, H255 1.090, H256 1.090, H257 1.090
244 C 0.109 -0.811 -0.137  C242 1.525, C245 1.560, H258 1.090, H259 1.090
245 C 1.581 -0.307 -0.236  C244 1.560, C246 1.549, H260 1.090, H261 1.090
246 C 1.763 0.820 0.811  C245 1.549, C247 1.589, H262 1.090, H263 1.090
247 C 0.680 1.976 0.675  C246 1.589, C248 1.549, C249 1.559, N250 1.467
248 C 0.872 2.825 1.957  C247 1.549, H264 1.090, H265 1.090, H266 1.090
249 C 1.118 2.795 -0.578  C247 1.559, H267 1.090, H268 1.090, H269 1.090
250 N -0.667 1.397 0.625  C242 1.483, C247 1.467, O251 1.361
251 O -1.704 2.255 0.823  N250 1.361, H270 0.960
252 H -2.052 1.299 -1.919  C241 1.090
253 H -0.396 1.233 -2.188  C241 1.090
254 H -1.262 -0.250 -2.374  C241 1.090
255 H -2.347 -0.719 1.164  C243 1.090
256 H -3.208 0.105 -0.137  C243 1.090
257 H -2.426 -1.456 -0.374  C243 1.090
258 H 0.083 -1.316 0.829  C244 1.090
259 H -0.163 -1.597 -0.842  C244 1.090
260 H 2.402 -1.000 -0.051  C245 1.090
261 H 1.833 0.088 -1.220  C245 1.090
262 H 2.764 1.236 0.697  C246 1.090
263 H 1.693 0.283 1.757  C246 1.090
264 H 0.612 2.193 2.806  C248 1.090
265 H 0.284 3.735 2.076  C248 1.090
266 H 1.911 3.096 2.143  C248 1.090
267 H 1.994 3.419 -0.400  C249 1.090
268 H 0.329 3.505 -0.827  C249 1.090
269 H 1.420 2.212 -1.447  C249 1.090
270 H -1.855 2.716 -0.005  O251 0.960
271 O -4.297 8.006 -0.392  C272 1.221
272 C -4.755 8.892 0.314  O271 1.221, C273 1.479, O276 1.359
273 C -6.154 9.096 0.748  C272 1.479, C274 1.555, H277 1.090, H278 1.090
274 C -5.985 10.139 1.888  C273 1.555, C275 1.505, H279 1.090, H280 1.090
275 C -4.564 10.635 1.856  C274 1.505, O276 1.399, H281 1.090, H282 1.090
276 O -3.931 9.712 1.017  C272 1.359, C275 1.399
277 H -6.776 9.543 -0.028  C273 1.090
278 H -6.557 8.127 1.041  C273 1.090
279 H -6.663 10.992 1.913  C274 1.090
280 H -6.069 9.652 2.860  C274 1.090
281 H -4.598 11.603 1.357  C275 1.090
282 H -4.199 10.748 2.877  C275 1.090